[1]
C10H40O18 | the ωB97M-V functional and the def2-TZVPD basis

Each line ends with the Mulliken charge.
Atoms and positions in Å:
O: -3.6426 -0.0713 1.2127  -0.383
O: -3.4214 3.4612 -0.2970  -0.678
O: 3.0745 0.3309 -5.4521  -0.578
O: -0.3138 -2.0468 1.0306  -0.211
O: 3.7834 -0.5764 -0.2591  -0.543
O: -6.5288 -0.1270 1.2781  -0.599
O: 2.0701 -0.4507 1.9068  -0.508
O: -2.0537 -2.0269 -0.3893  -0.888
O: 1.1331 -4.5865 1.6734  -0.713
O: 6.0769 -0.5807 1.3097  -0.574
O: 0.0242 -2.0731 3.8193  -0.715
O: -0.5267 2.8004 -0.8515  -0.650
O: -2.5131 -0.2426 -3.2057  -0.703
O: 0.0978 1.4069 3.2644  -0.667
O: -0.5588 3.3135 1.4201  -0.864
O: -2.4874 -4.4191 0.7229  -0.746
O: -2.9746 2.4103 2.7798  -0.686
O: 0.8370 -1.2156 -4.4193  -0.556
C: -5.7298 0.7970 0.3985  -0.439
C: -4.4343 0.1029 0.0560  0.006
C: -0.9038 -1.7113 -0.0111  0.326
C: 4.4473 0.6275 0.0134  -0.143
C: -0.1060 -0.7769 -0.9579  0.197
C: 5.1165 0.4527 1.3707  -0.101
C: 2.9853 0.0921 -4.0170  -0.105
C: 1.5935 2.7724 0.1780  -0.769
C: 2.1025 -1.1284 -3.7554  0.248
C: -0.1314 3.1048 0.2152  0.680
H: 1.8319 1.8726 -0.3128  -0.201
H: 4.3454 0.1982 2.0377  0.123
H: 5.6952 1.3353 1.6398  0.324
H: 2.9776 -0.5792 0.2348  0.363
H: 0.0872 -0.9297 -3.9274  0.407
H: 4.0450 -0.1291 -3.7058  0.119
H: 2.0233 2.8160 1.1890  0.360
H: 2.2702 -0.0455 -5.8144  0.322
H: -6.3729 1.0192 -0.4487  0.377
H: 1.9956 -1.1608 -2.6717  -0.101
H: 0.6184 -1.3184 3.8678  0.314
H: 1.2642 -4.3922 2.6320  0.326
H: -3.2880 2.9262 0.4770  0.218
H: -3.9454 0.8391 -0.5974  0.105
H: -0.8181 1.4201 3.4684  0.287
H: -1.7087 -4.3916 1.2723  0.309
H: 1.3809 -1.1121 1.7715  0.188
H: 0.7502 -3.7361 1.2959  0.310
H: 5.2112 0.7059 -0.7436  0.408
H: 0.2357 2.0757 2.5390  0.376
H: 2.7312 1.0043 -3.5156  0.229
H: 1.5675 0.3179 2.1325  0.248
H: -2.5011 3.3724 -0.6535  0.422
H: -2.3222 2.8286 2.1974  0.346
H: 0.4506 -1.4357 -1.6481  0.035
H: -2.1386 -0.8169 -2.4839  0.437
H: -5.5059 1.6860 0.9515  0.207
H: -2.5030 0.6208 -2.7939  0.323
H: 5.7719 -1.1761 0.6070  0.323
H: -3.2121 1.5092 2.5782  0.322
H: -0.4146 -2.0531 2.9070  0.336
H: -2.4409 -3.5753 0.2594  0.430
H: -5.9220 -0.2832 1.9998  0.313
H: -4.5404 -0.8138 -0.5366  0.290
H: 2.7357 -2.0643 -4.0044  0.208
H: 0.5226 -0.0993 -0.3776  -0.472
H: -0.7337 -0.2026 -1.6145  -0.013
H: -3.0010 -0.7874 1.1572  0.165
H: 2.1723 3.5122 -0.4348  0.345
H: 3.6689 1.4037 0.0349  -0.061

Properties
charge	-2
E_tot	-47876.6759	eV
HOMO	-3.7	eV
LUMO level	4.47	eV
HOMO-LUMO gap	0.301	Eh
multiplicity	1



[2]
C10H41N2O17S2 | the ωB97M-V functional and the def2-TZVPD basis

Each line ends with the Mulliken charge.
Atoms and positions in Å:
S: 2.3605 -0.8222 -1.0343  -0.082
S: -3.7556 1.0092 -0.3977  0.035
O: 2.1486 2.4681 -0.2020  -0.607
O: -1.1729 2.3992 0.6385  -0.738
O: -9.0633 2.6099 -3.5102  -0.616
O: -5.6978 2.8747 -3.3771  -0.599
O: -0.1875 0.4372 0.7382  0.115
O: 0.5968 1.8822 -3.2615  -0.631
O: 8.9523 -2.8353 -1.3711  -0.622
O: 12.3781 -0.1579 -0.9453  -0.630
O: 9.3247 -0.4207 0.5091  -0.665
O: 6.2526 -1.5023 -1.3694  -0.573
O: -0.7001 -2.1940 0.0600  -0.201
O: -2.9691 -3.7002 -0.8787  -0.619
O: 2.7187 2.6503 5.0852  -0.643
O: -7.3485 0.4794 -2.4280  -0.700
O: 1.0809 4.8081 5.8086  -0.606
O: -0.8838 -1.2028 -1.8997  -0.434
O: 0.6923 3.8541 2.5199  -0.588
N: -4.5127 -0.5286 -0.7116  0.155
N: -5.2400 -2.2888 -1.6485  0.200
C: -0.3959 -2.9498 2.2978  -1.552
C: -5.1269 -1.2849 0.2783  0.071
C: -0.0298 -0.5517 1.7712  -1.271
C: 0.1256 -1.9765 1.2087  0.623
C: -2.6933 0.6518 1.0564  -0.325
C: 1.2396 -2.1781 -1.5974  -0.744
C: -0.1676 -1.8285 -1.1511  0.390
C: -4.6069 -1.1534 -1.8669  -0.482
C: -5.5679 -2.4024 -0.3280  -0.665
C: -1.2884 1.2099 0.8185  0.209
H: -4.2366 -0.8166 -2.8236  0.347
H: -5.4387 -2.9908 -2.3463  0.243
H: -8.6296 1.9350 -2.9769  0.340
H: 6.2596 -0.5738 -1.6238  0.297
H: 1.6113 -3.0958 -1.1394  0.352
H: 2.1522 3.3994 -0.4487  0.294
H: -8.6005 3.4243 -3.2876  0.320
H: 0.9112 -0.3214 2.2850  0.440
H: 2.4293 3.0253 4.2464  0.311
H: 1.6780 0.3330 -1.2200  0.066
H: -3.1372 1.1850 1.8982  0.522
H: 0.5030 3.7514 3.4608  0.304
H: 0.6566 2.5504 -2.5704  0.324
H: 1.0761 5.5141 6.4639  0.285
H: -7.7584 -0.2734 -2.8718  0.325
H: -6.0759 -3.2200 0.1569  0.429
H: 1.2930 -2.1791 -2.6826  0.457
H: -2.5669 -3.9413 -1.7206  0.331
H: -0.0001 3.3451 2.0849  0.325
H: 1.1764 -2.2295 1.0794  0.373
H: 11.5180 -0.2773 -0.5281  0.334
H: -0.2680 -2.5191 3.2979  0.432
H: -4.7993 2.6910 -3.6698  0.296
H: 5.3943 -1.6244 -0.9523  0.286
H: 0.1421 1.1460 -2.8374  0.301
H: 12.3872 0.7703 -1.1973  0.309
H: -2.4655 -2.9255 -0.5976  0.267
H: 0.2110 -3.8587 2.2953  0.380
H: 9.3008 -0.2609 1.4579  0.309
H: -5.1853 -0.9958 1.3136  0.532
H: 8.9568 -1.9081 -1.6269  0.302
H: -0.8034 -0.5446 2.5455  0.638
H: 8.0922 -2.9534 -0.9561  0.315
H: 0.5925 4.0935 6.2306  0.328
H: -2.6578 -0.4289 1.2229  0.170
H: 9.8260 -1.2420 0.4199  0.345
H: -6.1335 2.0128 -3.3695  0.322
H: -1.4515 -3.1923 2.1510  0.309
H: 1.2907 2.3474 0.2224  0.274
H: 3.0588 3.4084 5.5699  0.331
H: -6.7717 0.0841 -1.7675  0.328

Properties
charge	+1
E_tot	-70485.9440	eV
HOMO	-12.1	eV
LUMO level	-3.52	eV
HOMO-LUMO gap	0.317	Eh
multiplicity	1



[3]
C10H48O19 | the ωB97M-V functional and the def2-TZVPD basis

Each line ends with the Mulliken charge.
Atoms and positions in Å:
O: 1.3462 -1.7478 -3.9717  -0.643
O: -0.5855 0.7303 4.5069  -0.544
O: 4.7740 3.1860 -1.3062  -0.559
O: 2.8732 -2.4936 1.6379  -0.665
O: -2.7079 -0.3227 -2.2012  -0.698
O: -3.9309 -1.3942 0.0893  -0.590
O: 0.6000 -5.8884 -1.6083  -0.638
O: -0.1969 4.0997 -0.3434  -0.593
O: -0.2623 -1.3206 -1.7865  -0.768
O: 0.4399 -0.8767 2.3536  -0.364
O: 3.1560 1.1902 -2.2562  -0.580
O: -1.4065 -2.4946 0.8039  0.199
O: -2.2638 2.8307 5.2709  -0.537
O: 2.0082 0.5989 -4.8818  -0.658
O: -1.2207 0.4723 0.5347  -0.481
O: -2.5649 2.6683 -1.5319  -0.545
O: 1.9495 3.5077 1.2770  -0.594
O: 2.3749 1.1880 2.4952  -0.720
O: -2.5638 -3.9283 2.8470  -0.555
C: 0.5195 -1.2092 -4.9591  -0.453
C: -2.6770 1.4595 5.4902  -0.550
C: 3.4821 3.5423 -1.7880  -0.669
C: -2.0043 0.5133 4.5379  -0.078
C: 0.6316 0.2495 -4.7587  0.400
C: -0.1295 0.6450 -0.3669  0.563
C: -2.2571 -4.5744 1.6052  -0.697
C: -1.1308 -3.8668 0.8696  -0.081
C: 0.5318 -0.6664 -0.7946  0.912
C: 2.5930 2.3276 -1.6546  0.871
H: 1.6143 2.5074 -2.0761  0.213
H: 0.6139 1.2668 0.1811  -0.995
H: 3.5236 3.9278 -2.8254  0.336
H: 2.5000 2.1790 -0.5551  -0.410
H: -2.6347 3.1457 4.4230  0.320
H: -0.9260 -4.4200 -0.0500  0.167
H: 4.1128 1.2856 -2.4053  0.291
H: 2.1074 -1.1521 -4.1198  0.369
H: 3.1243 0.7083 2.1836  0.313
H: -2.0017 3.3075 -1.0592  0.268
H: 0.5437 3.7758 0.1770  0.352
H: 2.9814 4.3665 -1.2142  0.261
H: -4.5427 -0.7904 0.5049  0.248
H: 1.9101 4.2106 1.9355  0.268
H: -2.8070 -3.0489 2.5595  0.308
H: 0.9590 -5.8523 -2.5210  0.313
H: 1.6265 0.5737 2.3565  0.387
H: -0.4179 1.2037 -1.2527  0.170
H: 1.5049 -0.4376 -1.2330  0.212
H: -2.3103 0.6153 3.4933  0.107
H: -1.9446 0.0641 0.0394  0.569
H: -3.1563 -4.5241 0.9592  0.263
H: 0.0661 0.8407 -5.4720  0.366
H: 2.0805 2.7064 1.7485  0.311
H: -0.3774 1.6856 4.4693  0.316
H: 1.2502 -5.3103 -1.1560  0.314
H: -1.9754 -5.6308 1.8086  0.401
H: 0.3542 -1.6797 -2.4710  0.318
H: -2.5400 0.6118 -2.3678  0.264
H: 0.6774 -1.4230 -0.0016  -0.445
H: -2.2976 -2.2533 0.4987  -0.009
H: -3.7343 1.3111 5.4319  0.341
H: 4.9608 3.6932 -0.5067  0.321
H: 2.9710 -3.1252 2.3640  0.294
H: -1.8218 -0.7093 -2.1615  0.376
H: -3.4867 2.9280 -1.4483  0.280
H: 0.0189 -0.5664 3.1900  0.064
H: -0.2593 -0.9729 1.6952  0.092
H: 0.8752 -1.6015 -5.9374  0.273
H: 0.0615 4.9847 -0.5980  0.285
H: 2.3338 0.8971 -4.0187  0.437
H: 2.0608 -2.0272 1.8440  0.350
H: -4.0145 -1.2392 -0.8483  0.247
H: -2.3942 1.1940 6.5062  0.305
H: -0.2293 -3.8692 1.5442  0.253
H: -0.4505 -1.7076 -4.7882  0.297
H: -2.1774 -0.5295 4.8106  0.312
H: 0.2893 0.4548 -3.7470  -0.380

Properties
E_tot	-50050.3819	eV
HOMO	-9.7	eV
LUMO level	0.09	eV
HOMO-LUMO gap	0.359	Eh
multiplicity	1
ΔE to the lowest compared entry with this formula, charge and spin	0.5	kcal per mole



[4]
C10H48O19 | the ωB97M-V functional and the def2-TZVPD basis

Each line ends with the Mulliken charge.
Atoms and positions in Å:
O: 17.4680 -27.3220 -11.2710  -0.596
O: 17.8160 -24.2450 -8.0890  -0.701
O: 18.8200 -26.7400 -7.9780  -0.547
O: 13.9200 -26.0160 -1.3890  -0.544
O: 14.4160 -23.1810 -8.2590  -0.759
O: 15.1030 -25.7160 -7.5790  4.124
O: 19.0630 -28.3970 -4.8670  -0.637
O: 16.3180 -27.9360 -8.5960  -0.687
O: 11.9300 -24.5460 -12.6210  -0.577
O: 12.1910 -24.4060 -6.6150  -0.604
O: 14.2820 -29.7410 -3.8260  -0.456
O: 13.6590 -26.2110 -10.0010  -0.100
O: 13.0980 -27.0560 -4.6720  -0.548
O: 14.2490 -27.9270 -12.4130  -0.542
O: 16.0030 -24.6640 -10.2020  -0.653
O: 16.6500 -25.0350 -5.3500  -0.755
O: 15.4370 -30.0860 -7.1020  -0.624
O: 12.4820 -27.4730 -7.7130  -0.430
O: 14.4610 -23.3490 -5.2350  -0.794
C: 16.3880 -27.2260 -12.1640  -0.081
C: 12.9730 -25.0000 -11.7900  -0.580
C: 15.2580 -29.5440 -5.8430  -0.140
C: 14.6360 -30.5670 -4.8790  -0.247
C: 13.6850 -26.1880 -3.7510  0.381
C: 18.5100 -27.9640 -6.0760  0.290
C: 19.4480 -26.9810 -6.7360  -0.602
C: 13.1960 -26.7180 -2.4020  -0.642
C: 12.4650 -25.9600 -10.7150  -0.255
C: 15.4720 -28.3450 -11.8190  0.269
H: 13.5520 -26.9220 -9.3800  -0.176
H: 16.4940 -24.8420 -10.9840  0.295
H: 17.5360 -27.4560 -5.9710  -0.114
H: 15.1870 -25.2190 -10.2200  -0.013
H: 20.4620 -27.3910 -6.8350  0.299
H: 14.7230 -28.6440 -6.0780  0.226
H: 13.3490 -26.1200 -0.5570  0.320
H: 14.7430 -24.0600 -8.1300  -0.173
H: 12.1680 -26.4680 -2.2140  0.336
H: 13.6690 -25.3930 -12.5430  0.161
H: 16.6140 -27.3500 -13.2070  0.434
H: 11.9530 -26.8640 -11.1850  0.270
H: 11.6650 -27.1530 -8.0480  0.226
H: 15.1500 -22.6290 -8.0480  0.329
H: 17.1500 -27.1330 -10.4370  0.253
H: 13.6450 -30.8550 -5.3080  0.294
H: 16.0540 -28.6580 -8.0310  0.065
H: 14.9990 -29.1400 -3.7080  0.253
H: 16.3720 -25.2210 -6.2600  0.058
H: 17.2630 -27.8810 -8.4460  0.347
H: 15.9280 -24.5020 -5.0990  0.289
H: 12.6920 -23.7140 -7.0280  0.317
H: 12.2710 -28.3870 -7.5680  0.209
H: 13.0060 -26.5480 -5.4870  0.190
H: 16.2650 -29.2340 -5.4600  0.012
H: 18.4470 -23.7270 -8.6020  0.282
H: 19.5700 -26.1360 -6.1590  0.373
H: 18.4030 -28.8450 -6.6780  0.279
H: 13.3300 -25.1540 -3.9170  0.086
H: 18.4770 -28.3380 -4.1120  0.353
H: 12.2380 -23.9350 -13.2710  0.333
H: 15.6090 -26.3180 -8.1210  -0.873
H: 14.7780 -26.2080 -3.8180  0.160
H: 13.5540 -24.1630 -11.3200  0.287
H: 14.6260 -30.3040 -7.5430  0.301
H: 18.5270 -25.8220 -8.0300  0.384
H: 11.7870 -25.4250 -10.0810  0.540
H: 13.6100 -28.5490 -12.1410  0.282
H: 12.0510 -24.0280 -5.7440  0.256
H: 14.3140 -26.2180 -7.3890  -0.847
H: 15.8630 -26.2820 -12.1110  -0.245
H: 17.1280 -24.4280 -8.7130  0.261
H: 15.6800 -29.4050 -11.9700  0.342
H: 15.2430 -28.2530 -10.7900  -0.273
H: 13.2940 -27.7850 -2.2670  0.306
H: 15.2980 -31.3790 -4.5600  0.252
H: 13.6390 -22.9470 -4.8990  0.302
H: 14.4000 -23.6980 -6.0960  0.193

Properties
E_tot	-50047.6330	eV
HOMO	-9.7	eV
LUMO level	-0.40	eV
HOMO-LUMO gap	0.343	Eh
multiplicity	1
ΔE to the lowest compared entry with this formula, charge and spin	63.9	kcal per mole



[5]
C10H4Cl2IN2O5STi | the ωB97M-V functional and the def2-TZVPD basis

Each line ends with the Mulliken charge.
Atoms and positions in Å:
I: 5.3198 0.3204 -0.3460  0.064
Ti: 0.2493 -0.2405 0.6623  1.366
Cl: 3.6923 5.7872 -0.1867  -0.281
Cl: -2.6286 0.1735 1.8259  1.107
S: 0.1603 -4.9474 -0.2872  -0.462
O: -3.4136 1.3708 1.5369  -0.616
O: 2.1021 0.1314 -0.1221  -0.767
O: 0.4853 -0.1040 2.2371  -0.642
O: -3.4788 -0.9962 1.8660  -0.571
O: -1.7506 -0.0152 0.5460  -0.612
N: 0.2838 -2.1870 0.0326  -0.639
N: 0.2627 1.9426 0.1176  -0.030
C: 3.2226 4.1086 -0.1549  0.473
C: 4.1788 3.1369 -0.2241  -0.565
C: 0.7749 4.6712 0.0394  -0.612
C: 1.5346 2.3975 -0.0212  -0.107
C: 3.8366 1.7731 -0.2080  -0.452
C: -0.7262 2.8064 0.1973  -0.234
C: 1.8527 3.7659 -0.0497  0.347
C: 0.2288 -3.3555 -0.0889  0.275
C: -0.5010 4.1918 0.1520  -0.833
C: 2.5187 1.3552 -0.1222  1.083
H: 5.2190 3.4235 -0.2970  0.378
H: -1.3433 4.8658 0.2208  0.408
H: 0.9693 5.7351 0.0191  0.394
H: -1.7219 2.3978 0.3112  0.526

Properties
charge	-1
E_tot	-90750.6049	eV
HOMO	-5.7	eV
LUMO level	1.81	eV
HOMO-LUMO gap	0.276	Eh
multiplicity	1



[6]
C10H5BrNO5Tm | the ωB97M-V functional and the def2-TZVPD basis

Each line ends with the Mulliken charge.
Atoms and positions in Å:
Tm: 0.3132 -1.0167 -0.7545  -0.063
Br: -2.1949 4.0505 0.1232  -0.054
O: 0.0980 -3.4593 1.7395  -0.086
O: 1.2967 -3.8783 -2.8415  -0.118
O: 3.8324 -0.6182 -0.3939  -0.068
O: -2.5011 -0.9699 -0.8692  -0.368
O: 0.1820 0.6411 -3.8197  -0.080
N: 0.0008 0.6838 0.5041  -0.113
C: 0.2230 -2.7409 0.8456  0.466
C: -0.8169 1.6118 -0.0223  0.340
C: 1.0425 -2.9721 -2.1788  0.373
C: 0.5457 0.6085 1.7382  0.180
C: 0.2681 1.6873 2.5895  -0.992
C: -1.7928 -1.8052 -1.3672  0.260
C: 2.7263 -0.8498 -0.5925  0.401
C: -1.1048 2.7096 0.8107  -0.678
C: 0.3072 0.0023 -2.8670  0.431
C: -0.5505 2.7066 2.0937  0.156
H: -0.7782 3.5397 2.7086  0.528
H: -1.1711 1.4648 -1.0663  0.423
H: -1.8162 -2.7937 -1.9502  0.267
H: 0.7129 1.6680 3.5858  0.410
H: 1.1775 -0.2699 1.9839  0.387

Properties
charge	+2
E_tot	-121730.5786	eV
HOMO (alpha / beta)	-14.9 / -14.9	eV
LUMO level (alpha / beta)	-9.57 / -9.53	eV
HOMO-LUMO gap (alpha / beta)	0.195 / 0.197	Eh
multiplicity	3
expectation value of S²	2.004



Look up the multiplicity of the third one.
1



Look up the E_tot of the second one.
-70485.9440 eV